1.
57
Properties=species:S:1:pos:R:3:mulliken_charge:R:1 method="wB97M-V/def2-TZVPD" fmax_ev_per_a=4.32 total_energy_ev=-80800.83622 multiplicity=1 homo_lumo_gap_ha=0.219
O 0.1414 0.5231 -0.5058 -0.01
C 1.4152 0.6101 -1.3453 -0.34
C 0.7547 1.5525 -2.3374 -0.58
H 1.6974 -0.3937 -1.6769 -0.16
H 2.2105 1.1146 -0.7790 0.35
C -0.4578 1.5832 -1.3567 1.74
H 0.5011 1.1253 -3.3126 -0.09
H 1.3254 2.4810 -2.4798 0.46
C -1.7928 1.1070 -1.9035 -1.37
H -1.7674 0.0605 -2.2381 0.08
H -2.1032 1.7610 -2.7320 0.43
H -2.5730 1.1767 -1.1350 0.22
C -0.6082 2.8935 -0.5885 -1.58
H 0.3570 3.2279 -0.1929 0.33
H -1.3191 2.7496 0.2414 0.11
H -1.0026 3.6784 -1.2543 0.46
Lu -0.2128 -0.3041 1.6563 1.84
C 0.6804 1.6037 3.5783 -1.09
C 1.8975 0.8751 3.4591 -0.49
C 2.4981 1.2096 2.2147 -1.07
H 2.3536 0.2722 4.2296 0.71
C 1.6767 2.1810 1.5873 -0.50
C 0.5251 2.4000 2.4096 -0.54
H -0.2567 3.1373 2.2296 0.51
H 0.0481 1.6290 4.4607 0.54
H 3.4570 0.8535 1.8361 0.43
H 1.9579 2.7411 0.7007 0.88
C -1.9450 -0.3189 3.4708 -0.33
C -2.1785 0.9162 2.8068 -1.01
C -2.5595 0.6413 1.4639 -0.38
H -2.1798 1.9047 3.2684 0.47
C -2.5392 -0.7792 1.2716 -0.81
C -2.1788 -1.3721 2.5263 -0.70
H -2.2146 -2.4335 2.7550 0.49
H -1.7343 -0.4516 4.5347 0.46
H -2.9416 1.3686 0.7479 0.92
H -2.8463 -1.3127 0.3664 0.50
O -0.1324 -1.3157 -3.0613 -0.27
C -0.6470 -0.7286 -4.3037 -0.36
C 0.1546 -1.2728 -5.4980 -0.67
H -0.6608 0.3806 -4.2429 0.38
H -1.7130 -0.9911 -4.4427 0.38
C 1.0992 -2.3371 -4.9075 -0.56
H 0.6610 -0.4848 -6.0677 0.27
H -0.5614 -1.7237 -6.1921 0.28
C 0.7842 -2.3999 -3.4026 -0.45
H 2.1450 -2.0967 -5.0902 0.25
H 0.9081 -3.2911 -5.3960 0.30
H 1.6747 -2.2772 -2.7650 0.27
H 0.3751 -3.4033 -3.1620 0.30
F 0.4894 -1.0479 5.2173 -0.42
Te 1.1369 -2.6001 4.3207 2.03
F 1.7254 -4.2023 3.4992 -0.41
F 2.8705 -1.8207 4.3624 -0.41
F 1.4693 -3.3641 6.0354 -0.39
F -0.6311 -3.2679 4.4378 -0.41
O 0.7668 -1.7673 2.6816 -0.99

2.
71
Properties=species:S:1:pos:R:3:mulliken_charge:R:1 method="wB97M-V/def2-TZVPD" fmax_ev_per_a=1.12 total_charge=+2 total_energy_ev=-64945.74157 multiplicity=1 homo_lumo_gap_ha=0.199
Pd -0.2640 -0.7369 -0.2628 -0.61
O -2.7760 -0.6494 0.6329 -0.46
C -1.7337 -0.8177 1.1585 -0.53
C -1.4042 -1.0765 2.5940 0.71
C -2.3026 -0.8012 3.6037 -0.61
C -1.9195 -1.0536 4.9225 -0.78
C -0.6764 -1.6084 5.1941 -0.69
C 0.2055 -1.9285 4.1559 -1.14
C -0.1701 -1.6527 2.8554 0.58
P 0.7745 -2.0767 1.3788 2.21
C 2.4202 -2.5991 1.7559 0.84
C 3.3898 -1.6580 2.1169 -0.46
C 4.6298 -2.1018 2.5383 -0.90
C 4.8929 -3.4665 2.6041 -0.46
C 3.9295 -4.3978 2.2366 -0.83
C 2.6883 -3.9710 1.7948 -0.29
C -0.1755 -3.3166 0.4959 0.54
C 0.0443 -3.5012 -0.8881 0.09
C -0.8252 -4.2961 -1.6250 -1.17
C -1.8889 -4.9247 -1.0028 -0.75
C -2.0875 -4.7794 0.3712 -0.66
C -1.2502 -3.9745 1.1162 -0.90
H -3.2681 -0.3712 3.3705 0.56
H -2.5901 -0.8051 5.7328 0.46
H -0.3884 -1.8020 6.2181 0.48
H 1.1609 -2.3939 4.3662 0.55
H 3.1759 -0.5972 2.0688 0.53
H 5.3909 -1.3878 2.8193 0.46
H 5.8627 -3.8063 2.9414 0.45
H 4.1468 -5.4553 2.2870 0.46
H 1.9360 -4.6909 1.4983 0.47
H 0.9054 -3.0763 -1.3791 0.75
H -0.6545 -4.4315 -2.6844 0.52
H -2.5610 -5.5460 -1.5790 0.45
H -2.8996 -5.3024 0.8573 0.49
H -1.4166 -3.8673 2.1802 0.56
C 6.2011 -3.2187 -2.8703 -1.69
C 4.7262 -3.6364 -2.9591 1.99
C 4.3364 -4.3094 -1.6461 -1.85
C 4.5415 -4.6444 -4.1024 -1.69
C 3.8713 -2.4028 -3.2364 0.16
C 4.1127 -1.6575 -4.4107 -0.51
C 3.4261 -0.5077 -4.7088 -1.35
C 2.4353 -0.0911 -3.8195 0.95
S 1.4881 1.3553 -3.8671 -0.31
C 0.7392 0.8857 -2.4120 0.90
N 1.0914 -0.2777 -1.9381 0.22
C 2.1285 -0.8365 -2.6799 -1.82
C 2.8781 -1.9820 -2.3764 1.45
C -0.1063 1.7233 -1.5649 0.15
C -0.5425 3.0052 -1.8824 -0.69
C -1.1976 3.7742 -0.9333 -0.82
C -1.4116 3.2880 0.3502 -0.75
C -0.9956 2.0073 0.7014 -0.04
C -0.4156 1.2431 -0.2831 0.75
H 6.8215 -4.0948 -2.6783 0.46
H 6.3576 -2.5032 -2.0607 0.37
H 6.5529 -2.7631 -3.7952 0.37
H 4.9681 -5.1841 -1.4891 0.52
H 3.2979 -4.6539 -1.6557 0.24
H 4.4790 -3.6412 -0.7926 0.31
H 5.1381 -5.5362 -3.9083 0.45
H 4.8616 -4.2367 -5.0608 0.36
H 3.4967 -4.9467 -4.1955 0.38
H 4.8875 -1.9827 -5.0910 0.49
H 3.6612 0.0649 -5.5951 0.43
H 2.7115 -2.5043 -1.4464 -0.11
H -0.3410 3.4090 -2.8673 0.46
H -1.5206 4.7743 -1.1868 0.43
H -1.9038 3.9030 1.0914 0.43
H -1.1581 1.6432 1.7062 0.46

3.
39
Properties=species:S:1:pos:R:3:mulliken_charge:R:1 method="wB97M-V/def2-TZVPD" fmax_ev_per_a=0.52 total_charge=-1 total_energy_ev=-80453.73846 multiplicity=4 homo_lumo_gap_ha="0.273 / 0.351"
V -0.1430 0.3684 -0.1181 0.85
C 0.9130 3.1524 2.6493 -1.68
C -0.5207 3.2109 2.1503 1.03
O -1.2110 4.2727 2.8189 -0.63
P -1.3908 1.6533 2.4891 0.90
O -1.4747 1.5286 4.0693 -0.52
O -2.8851 1.8836 2.0554 -0.50
O -0.6985 0.4646 1.9052 -0.64
P -0.6620 3.5067 0.3250 0.57
O 0.2061 4.8335 0.0781 -0.55
O -2.1182 3.7665 0.1241 -0.78
O 0.0568 2.3900 -0.3706 -0.42
H 0.9361 3.0229 3.7322 0.41
H 1.4188 4.0839 2.3975 0.40
H 1.4494 2.3280 2.1789 0.32
H -2.0170 4.4367 2.3061 0.48
H -1.5842 0.6130 4.3524 0.34
H -2.9535 2.2951 1.1621 0.38
H -0.3541 5.6143 0.1418 0.34
O 4.4896 -1.5684 -3.1363 -0.55
C 3.4792 -1.4265 -3.9723 0.44
O 3.5724 -1.6673 -5.1544 -0.63
C 2.1932 -0.9532 -3.3942 0.31
C 1.0477 -0.7632 -4.1408 -0.28
N 0.0909 -0.3435 -3.2998 -0.16
N 0.5455 -0.2437 -2.0508 -0.07
C 1.8165 -0.6101 -2.0790 -0.55
C 2.5562 -0.5595 -0.7619 1.12
O 3.7458 -0.9047 -0.7529 -0.86
O 1.8609 -0.1673 0.2190 -0.49
H 4.2362 -1.3237 -2.1897 0.48
H 0.8756 -0.9057 -5.1934 0.53
H -0.8714 -0.1031 -3.4842 0.14
B -4.7891 0.2231 -1.5680 0.12
C -3.2789 0.2724 -1.0781 0.09
N -2.1748 0.3011 -0.7348 -0.50
H -5.4035 1.0040 -0.8695 -0.15
H -4.7920 0.5606 -2.7349 -0.15
H -5.1762 -0.9176 -1.4200 -0.14

4.
54
Properties=species:S:1:pos:R:3:mulliken_charge:R:1 method="wB97M-V/def2-TZVPD" fmax_ev_per_a=0.77 total_charge=+3 total_energy_ev=-34578.39942 multiplicity=1 homo_lumo_gap_ha="0.208 / 0.208"
Pd -0.0179 0.6740 0.0661 1.00
C -1.6287 3.1261 1.1441 -0.97
N -0.7753 2.5823 0.1337 0.04
C -0.4429 3.3390 -0.9505 0.18
C 0.4523 2.7856 -1.8044 -0.10
C 1.0337 3.2123 -3.0612 -0.86
C 1.8375 2.2110 -3.4566 -0.74
C 1.7355 1.1408 -2.4409 0.09
N 0.9372 1.4863 -1.4815 -0.16
C -0.3587 3.6328 1.7804 1.04
C 0.4017 2.7863 2.6317 -0.01
C 1.4824 3.2958 3.3062 -0.94
C 1.8493 4.6303 3.1010 -0.23
C 1.1229 5.4710 2.2351 -0.79
C 0.0544 4.9717 1.5435 -0.26
H -2.1582 2.3647 1.7050 0.30
H -2.2848 3.9140 0.7810 0.42
H -0.8753 4.3206 -1.1036 0.51
H 0.8515 4.1554 -3.5528 0.48
H 2.4544 2.1567 -4.3408 0.47
H 2.2442 0.1857 -2.4519 0.58
H 0.0765 1.7685 2.7966 0.46
H 2.0457 2.6819 3.9951 0.47
H 2.7121 5.0298 3.6206 0.45
H 1.4086 6.5090 2.1308 0.45
H -0.5230 5.6147 0.8903 0.44
C -1.4000 -4.6985 -1.5962 -1.32
C 0.0786 -5.0721 -1.5825 0.67
C 0.8133 -4.5695 -2.8218 -1.42
C 0.7920 -4.6436 -0.2975 -0.93
N 1.0983 -3.1904 -0.2609 0.13
C 2.2927 -2.5854 -0.3754 0.03
N 2.1181 -1.2833 -0.3243 -0.74
N 0.8010 -1.1454 -0.1755 0.39
N 0.1668 -2.2695 -0.1356 -0.13
H -1.8520 -5.0107 -2.5366 0.40
H -1.5473 -3.6197 -1.5078 0.22
H -1.9438 -5.1900 -0.7887 0.38
H 0.1515 -6.1629 -1.5603 0.35
H 0.6667 -3.4931 -2.9616 0.25
H 0.4259 -5.0599 -3.7128 0.45
H 1.8855 -4.7745 -2.7788 0.37
H 1.7634 -5.1297 -0.2160 0.39
H 0.2143 -4.8652 0.5984 0.37
H 3.2340 -3.0976 -0.4915 0.45
C -3.1976 -1.2875 2.3422 -1.28
C -2.5315 -0.6760 1.1411 0.11
O -1.2559 -0.0160 1.5636 -0.29
H -4.1280 -1.7596 2.0251 0.41
H -3.4418 -0.5399 3.0962 0.35
H -2.5775 -2.0685 2.7884 0.40
H -3.1178 0.1289 0.7016 0.31
H -2.2776 -1.4129 0.3817 0.10
H -0.8663 -0.5539 2.2684 0.26

5.
62
Properties=species:S:1:pos:R:3:mulliken_charge:R:1 method="wB97M-V/def2-TZVPD" fmax_ev_per_a=0.84 smiles="COc1ccc(CNC(=O)c2ccc(CNc3c(NC4CCCCC4)c(=O)c3=O)cc2)cc1" total_energy_ev=-40093.06496 multiplicity=1 homo_lumo_gap_ha=0.307
C 5.2645 -6.2130 -3.9407 -0.84
H 4.8246 -6.6698 -4.8332 0.34
O 5.2995 -4.8103 -4.0419 -0.45
C 4.1247 -4.1362 -4.1706 0.86
C 2.8660 -4.7243 -4.2068 -0.29
C 1.7372 -3.9314 -4.3395 -0.94
C 1.8356 -2.5548 -4.4480 0.40
C 3.0996 -1.9714 -4.4115 -0.19
C 4.2284 -2.7466 -4.2731 -0.66
H 5.2113 -2.3040 -4.2452 0.43
H 3.1894 -0.8986 -4.4985 0.43
C 0.6136 -1.6851 -4.5798 -1.11
N 0.5085 -0.7452 -3.4814 -0.17
C 0.7030 0.5837 -3.6496 0.25
O 0.8930 1.0953 -4.7360 -0.65
C 0.6481 1.3907 -2.3926 0.72
C -0.1927 1.0754 -1.3305 -0.61
C -0.2288 1.8830 -0.2092 -0.39
C 0.5765 3.0130 -0.1230 0.90
C 1.4145 3.3266 -1.1857 -0.57
C 1.4400 2.5315 -2.3149 -0.96
H 2.0717 2.7806 -3.1538 0.45
H 2.0411 4.2053 -1.1330 0.37
C 0.5843 3.8512 1.1330 -1.23
N 1.3669 3.2269 2.1841 -0.20
C 0.9163 2.2121 2.9532 -0.10
C -0.3215 1.7229 3.3770 0.72
N -1.6069 2.0372 3.1693 -0.01
H -1.8501 2.8658 2.6452 0.35
C -2.7055 1.2880 3.7452 -0.45
C -3.5321 2.1758 4.6777 -0.84
C -4.6820 1.3757 5.2822 -0.69
C -5.5673 0.7968 4.1828 -0.64
C -4.7446 -0.0804 3.2444 -0.87
C -3.5943 0.7168 2.6368 -0.73
H -2.9977 0.0747 1.9852 0.32
H -3.9944 1.5370 2.0333 0.32
H -4.3379 -0.9262 3.8020 0.36
H -5.3792 -0.4754 2.4489 0.38
H -6.3728 0.2096 4.6268 0.33
H -6.0224 1.6117 3.6144 0.31
H -5.2721 2.0181 5.9382 0.37
H -4.2739 0.5628 5.8856 0.33
H -2.8911 2.5692 5.4691 0.35
H -3.9326 3.0221 4.1117 0.33
H -2.2679 0.4664 4.3178 0.62
C 0.3124 0.6459 4.1597 0.36
O -0.1027 -0.2959 4.7956 -0.66
C 1.6535 1.2122 3.7380 0.10
O 2.8257 0.9883 3.9302 -0.66
H 2.3639 3.1928 2.0155 0.26
H -0.4325 3.9973 1.5039 0.23
H 1.0218 4.8319 0.9291 0.47
H -0.8921 1.6315 0.6054 0.42
H -0.8460 0.2166 -1.3853 0.52
H 0.4997 -1.1311 -2.5507 0.30
H -0.2913 -2.3005 -4.6158 0.38
H 0.6707 -1.0784 -5.4888 0.37
H 0.7653 -4.4039 -4.3659 0.29
H 2.7478 -5.7937 -4.1313 0.38
H 6.3029 -6.5278 -3.8508 0.24
H 4.7108 -6.5390 -3.0542 0.34